Record 1
This record from the OMol25 dataset describes a molecular structure, C20H21ClN4O4PtSi. The level of theory is ωB97M-V/def2-TZVPD.

## Properties
* relative energy (zero: lowest compared OMol25 entry of this formula, charge and spin): 4.4 kJ/mol

Each line ends with the Löwdin charge.
Positions of all 52 atoms, in Å:
Pt1 -0.320 -1.291 -0.096  1.19
O1 -0.934 -2.588 -5.684  0.14
C1 -0.797 -1.278 -5.597  -0.50
O2 -0.764 -0.561 -6.563  0.09
C2 -0.653 -0.710 -4.220  -0.03
C3 -0.609 0.639 -3.909  -0.55
Cl1 -0.804 1.976 -4.927  0.86
N1 -0.505 0.776 -2.563  -0.03
N2 -0.478 -0.448 -1.993  -0.03
C4 -0.607 -1.336 -2.968  -0.12
C5 -0.781 -2.759 -2.535  -0.54
O3 -0.979 -3.638 -3.366  0.09
O4 -0.781 -2.912 -1.266  -0.17
C6 -0.704 1.964 -1.787  -0.22
C7 -0.022 3.127 -2.109  -0.06
C8 -0.291 4.282 -1.394  -0.07
C9 -1.219 4.267 -0.362  -0.08
C10 -1.877 3.090 -0.038  -0.07
C11 -1.630 1.931 -0.756  -0.02
H1 -0.914 -3.040 -4.796  0.05
H2 0.717 3.129 -2.897  0.10
H3 0.236 5.195 -1.641  0.11
H4 -1.424 5.172 0.194  0.11
H5 -2.593 3.070 0.772  0.11
H6 -2.148 1.011 -0.522  0.10
C12 -1.229 -4.344 1.626  -0.01
C13 -0.833 -3.132 2.409  -0.30
C14 -0.819 -3.105 3.794  -0.04
C15 -0.442 -1.938 4.456  -0.05
C16 -0.072 -0.805 3.761  -0.03
C17 -0.080 -0.881 2.367  -0.47
N3 -0.466 -2.028 1.752  -0.05
N4 0.247 0.012 1.398  -0.19
Si1 1.709 0.970 1.549  0.39
C18 1.357 2.628 2.337  -0.16
C19 2.487 1.178 -0.136  -0.16
C20 2.925 0.042 2.633  -0.17
H7 -0.492 -5.135 1.773  0.09
H8 -1.289 -4.127 0.563  0.05
H9 -2.190 -4.721 1.975  0.09
H10 -1.108 -3.989 4.344  0.11
H11 -0.446 -1.919 5.539  0.11
H12 0.203 0.113 4.261  0.11
H13 0.743 3.253 1.687  0.01
H14 2.289 3.162 2.540  0.03
H15 0.830 2.509 3.286  0.03
H16 2.129 2.071 -0.643  0.01
H17 2.286 0.311 -0.770  0.02
H18 3.571 1.267 -0.033  0.03
H19 2.583 -0.063 3.663  0.02
H20 3.884 0.565 2.656  0.03
H21 3.102 -0.961 2.237  0.04

---

Record 2
This record from the OMol25 dataset describes a single CH3BrI2Si molecule. The level of theory is ωB97M-V/def2-TZVPD.

## Properties
* relative energy (zero: lowest compared OMol25 entry of this formula, charge and spin): 190.1 kJ/mol
* SMILES: BrC[SiH](I)I

Each line ends with the Löwdin charge.
Positions of all 8 atoms, in Å:
Br1 0.174 2.667 -0.286  0.56
C1 0.657 0.809 0.118  -0.83
Si1 -0.630 -0.505 -0.262  -0.17
I1 -2.133 -0.949 1.532  0.44
I2 0.699 -2.963 -0.176  0.11
H1 1.404 0.500 -0.549  -0.03
H2 0.897 0.965 1.181  0.02
H3 -1.067 -0.525 -1.558  -0.11

---

Record 3
This record from the OMol25 dataset describes a molecular structure, C24H34Cl2CuN5OSSi. The level of theory is ωB97M-V/def2-TZVPD.

Each line ends with the Löwdin charge.
Positions of all 69 atoms, in Å:
Cu1 1.063 0.807 -1.225  -0.08
Cl1 4.216 2.258 -1.327  0.57
C1 3.106 3.568 -1.732  -0.92
Cl2 1.538 2.967 -2.331  0.62
H1 3.550 4.158 -2.523  0.03
H2 2.920 4.152 -0.839  0.03
S1 -1.345 0.959 -2.022  0.68
C2 -1.781 -0.645 -2.212  -0.80
N1 -2.551 -1.237 -1.233  0.09
C3 -2.865 -2.543 -1.237  -0.05
C4 -2.471 -3.315 -2.284  -0.03
C5 -1.787 -2.652 -3.320  -0.11
N2 -1.459 -1.384 -3.287  0.10
H3 -2.798 -0.645 -0.454  0.13
H4 -3.419 -2.922 -0.391  0.14
H5 -2.684 -4.371 -2.326  0.11
H6 -1.515 -3.193 -4.221  0.11
C6 1.400 -2.976 -3.884  -0.18
Si1 2.291 -1.695 -2.803  0.39
C7 3.983 -2.413 -2.331  -0.17
C8 2.611 -0.185 -3.894  -0.18
N3 1.373 -1.138 -1.454  -0.13
C9 0.894 -1.952 -0.465  -0.37
C10 0.131 -1.448 0.620  -0.10
C11 -0.341 -2.252 1.641  -0.12
C12 -0.095 -3.619 1.643  -0.13
C13 0.630 -4.153 0.582  -0.11
C14 1.112 -3.354 -0.437  -0.06
H7 2.073 -3.402 -4.633  0.03
H8 0.566 -2.506 -4.407  0.00
H9 1.001 -3.803 -3.291  0.01
H10 4.596 -2.562 -3.223  0.02
H11 3.896 -3.377 -1.824  0.02
H12 4.522 -1.738 -1.664  0.02
H13 2.818 -0.484 -4.925  0.03
H14 3.467 0.394 -3.543  0.00
H15 1.738 0.469 -3.915  0.00
H16 -0.095 -0.391 0.628  0.06
H17 -0.910 -1.797 2.448  0.10
H18 -0.452 -4.249 2.447  0.09
H19 0.828 -5.219 0.559  0.10
H20 1.682 -3.804 -1.241  0.07
C15 -3.064 4.443 4.134  -0.07
C16 -3.080 2.918 4.073  -0.20
N4 -2.100 2.369 3.138  -0.06
C17 -2.606 1.849 1.878  -0.21
C18 -3.116 2.945 0.945  -0.08
C19 -0.808 2.353 3.559  -0.41
O1 -0.491 2.786 4.658  0.06
C20 0.264 1.738 2.699  -0.10
C21 1.096 0.809 3.319  0.01
C22 2.161 0.279 2.615  -0.03
C23 2.347 0.671 1.302  -0.14
N5 1.559 1.559 0.689  0.00
C24 0.559 2.103 1.394  -0.08
H21 -3.856 4.793 4.797  0.08
H22 -3.217 4.876 3.145  0.06
H23 -2.108 4.783 4.526  0.07
H24 -4.064 2.556 3.772  0.12
H25 -2.852 2.526 5.065  0.12
H26 -3.423 1.153 2.104  0.12
H27 -1.815 1.288 1.383  0.08
H28 -4.067 3.350 1.295  0.07
H29 -3.252 2.546 -0.059  0.04
H30 -2.393 3.760 0.889  0.08
H31 0.906 0.531 4.346  0.13
H32 2.838 -0.426 3.076  0.12
H33 3.153 0.263 0.706  0.10
H34 -0.007 2.873 0.880  0.12

---

Record 4
This record from the OMol25 dataset describes 3 unconnected molecules or ions with the total composition BrClFN2O. The level of theory is ωB97M-V/def2-TZVPD.

## Properties
* charge: -1
* relative energy (zero: lowest compared OMol25 entry of this formula, charge and spin): 21.1 kJ/mol

Each line ends with the Löwdin charge.
Positions of all 6 atoms, in Å:
N1 -3.080 -0.917 0.066  -0.26
N2 -3.522 0.008 0.501  0.24
O1 -2.616 -1.966 -0.418  0.03
F1 1.974 2.858 -0.248  -0.82
Cl1 3.102 0.989 0.022  -0.04
Br1 4.142 -0.971 0.077  -0.14

---

Record 5
This record from the OMol25 dataset describes 14 unconnected molecules or ions with the total composition C46H129N9O14. The level of theory is ωB97M-V/def2-TZVPD.

## Properties
* relative energy (zero: lowest compared OMol25 entry of this formula, charge and spin): 122.1 kJ/mol

Each line ends with the Löwdin charge.
Positions of all 198 atoms, in Å:
C1 3.477 5.599 3.373  -0.07
C2 2.666 4.302 3.747  -0.30
O1 2.417 4.155 5.143  -0.10
H1 2.942 6.502 3.706  0.08
H2 3.424 5.702 2.288  0.05
H3 4.530 5.524 3.684  0.08
H4 3.202 3.415 3.377  0.09
H5 1.691 4.360 3.248  0.10
H6 2.487 5.002 5.604  0.08
C3 -5.500 -2.166 2.000  -0.08
C4 -4.765 -0.896 2.414  -0.32
O2 -5.721 0.135 2.549  -0.09
H7 -5.828 -2.010 0.980  0.06
H8 -6.439 -2.294 2.582  0.09
H9 -4.925 -3.077 2.034  0.05
H10 -3.977 -0.596 1.658  0.10
H11 -4.322 -1.126 3.380  0.08
H12 -5.363 0.847 3.087  0.02
C5 0.735 -1.236 -3.944  -0.07
C6 1.229 -1.689 -5.295  -0.31
O3 0.091 -1.575 -6.145  -0.12
H13 1.587 -1.024 -3.259  0.06
H14 0.037 -1.919 -3.428  0.07
H15 0.305 -0.237 -4.112  0.06
H16 1.482 -2.727 -5.272  0.09
H17 2.079 -1.093 -5.654  0.11
H18 0.255 -1.973 -7.034  0.11
C7 2.115 -1.505 4.439  -0.07
C8 3.042 -2.801 4.338  -0.27
O4 2.274 -4.006 4.376  -0.13
H19 1.623 -1.411 5.383  0.06
H20 1.404 -1.403 3.629  0.02
H21 2.764 -0.645 4.341  0.06
H22 3.753 -2.741 5.166  0.10
H23 3.620 -2.867 3.422  0.08
H24 1.452 -3.810 3.916  -0.01
C9 0.441 2.145 -2.503  -0.07
C10 0.899 3.403 -1.653  -0.31
O5 0.754 3.212 -0.282  -0.13
H25 0.706 2.150 -3.553  0.04
H26 -0.679 2.151 -2.553  0.07
H27 0.762 1.190 -2.090  0.03
H28 0.400 4.315 -1.977  0.11
H29 1.964 3.555 -1.923  0.08
H30 1.285 2.416 -0.019  0.01
C11 -1.556 -4.689 4.885  -0.04
C12 -1.426 -3.736 3.671  -0.38
C13 -1.594 -2.312 4.183  -0.19
O6 -2.760 -2.182 4.997  -0.22
C14 -2.942 -0.981 5.716  -0.10
N1 -0.114 -3.817 2.986  0.05
H31 -2.563 -4.491 5.247  0.07
H32 -0.860 -4.474 5.706  0.09
H33 -1.488 -5.734 4.615  0.07
H34 -2.265 -4.040 3.016  0.14
H35 -1.707 -1.627 3.321  0.11
H36 -0.720 -1.987 4.776  0.12
H37 -2.230 -0.895 6.555  0.10
H38 -3.948 -0.963 6.166  0.10
H39 -2.936 -0.138 5.026  0.07
H40 -0.077 -3.261 2.138  0.05
H41 0.063 -4.746 2.631  0.09
C15 -3.638 -0.458 -2.927  -0.07
C16 -4.266 0.344 -4.043  -0.40
C17 -3.272 0.864 -5.103  -0.19
O7 -2.602 2.044 -4.692  -0.19
C18 -1.508 2.333 -5.487  -0.16
N2 -5.275 -0.568 -4.688  0.04
H42 -4.402 -0.628 -2.115  0.10
H43 -2.853 0.071 -2.422  0.04
H44 -3.268 -1.391 -3.349  0.07
H45 -4.724 1.235 -3.639  0.13
H46 -3.857 1.210 -6.001  0.13
H47 -2.552 0.098 -5.479  0.13
H48 -1.738 2.351 -6.570  0.09
H49 -0.635 1.691 -5.345  0.06
H50 -1.118 3.356 -5.259  0.10
H51 -6.003 -0.103 -5.190  0.05
H52 -5.704 -1.153 -3.955  0.07
C19 4.115 1.083 -3.126  -0.03
C20 4.390 -0.389 -2.676  -0.41
C21 5.901 -0.696 -2.643  -0.22
O8 6.504 0.093 -1.658  -0.19
C22 7.835 -0.273 -1.492  -0.12
N3 3.702 -0.716 -1.424  0.06
H53 4.663 1.328 -4.022  0.07
H54 4.332 1.748 -2.263  0.06
H55 3.046 1.188 -3.328  0.05
H56 3.987 -1.046 -3.498  0.14
H57 6.274 -0.465 -3.660  0.13
H58 5.996 -1.769 -2.488  0.12
H59 7.921 -1.314 -1.200  0.08
H60 8.263 0.258 -0.627  0.09
H61 8.454 -0.137 -2.393  0.10
H62 4.342 -0.469 -0.667  0.07
H63 3.684 -1.730 -1.450  0.04
C23 -4.536 5.084 3.550  -0.05
C24 -4.355 3.598 3.233  -0.39
C25 -2.882 3.130 3.292  -0.15
O9 -2.547 3.242 4.719  -0.22
C26 -1.308 2.648 5.149  -0.08
N4 -5.141 2.677 4.082  0.04
H64 -4.088 5.523 4.405  0.06
H65 -5.589 5.417 3.470  0.09
H66 -4.013 5.542 2.743  0.05
H67 -4.697 3.419 2.230  0.11
H68 -2.243 3.787 2.641  0.14
H69 -2.727 2.093 2.970  0.11
H70 -0.441 3.155 4.694  0.08
H71 -1.314 1.624 4.701  0.06
H72 -1.180 2.605 6.239  0.09
H73 -4.756 2.685 5.019  0.08
H74 -6.066 2.999 4.272  0.07
C27 -6.005 4.506 -1.123  -0.08
C28 -4.690 5.153 -0.740  -0.40
C29 -3.519 4.128 -0.881  -0.19
O10 -3.805 3.032 -0.048  -0.18
C30 -2.830 2.054 -0.154  -0.12
N5 -4.435 6.358 -1.610  0.04
H75 -6.782 5.290 -1.158  0.08
H76 -6.349 3.653 -0.511  0.08
H77 -5.888 4.130 -2.177  0.09
H78 -4.820 5.514 0.316  0.13
H79 -2.578 4.655 -0.552  0.14
H80 -3.441 3.753 -1.876  0.11
H81 -2.521 1.782 -1.169  0.07
H82 -3.062 1.119 0.323  0.06
H83 -1.920 2.368 0.378  0.08
H84 -4.713 6.216 -2.566  0.06
H85 -3.479 6.627 -1.625  0.04
C31 0.349 0.854 2.294  -0.03
C32 0.985 0.057 1.120  -0.36
C33 0.012 -0.421 0.029  -0.16
O11 -0.857 -1.361 0.730  -0.22
C34 -2.021 -1.728 -0.033  -0.08
N6 1.950 0.903 0.387  0.04
H86 1.196 1.064 2.979  0.08
H87 -0.327 0.280 2.905  0.04
H88 -0.135 1.794 2.048  0.06
H89 1.466 -0.879 1.509  0.13
H90 0.514 -1.019 -0.742  0.10
H91 -0.540 0.376 -0.487  0.11
H92 -1.649 -2.224 -0.917  0.07
H93 -2.647 -0.866 -0.292  0.05
H94 -2.639 -2.464 0.479  0.08
H95 2.219 0.455 -0.503  0.05
H96 2.815 1.025 0.920  0.07
C35 6.895 3.532 0.986  -0.05
C36 5.451 3.162 1.251  -0.42
C37 4.444 3.806 0.239  -0.19
O12 4.580 5.229 0.116  -0.21
C38 3.722 5.807 -0.889  -0.08
N7 5.148 1.720 1.203  0.05
H97 7.054 4.611 0.835  0.09
H98 7.089 2.997 0.027  0.08
H99 7.561 3.046 1.659  0.06
H100 5.110 3.543 2.209  0.11
H101 3.450 3.607 0.623  0.10
H102 4.511 3.306 -0.733  0.10
H103 3.985 6.855 -0.952  0.09
H104 2.704 5.623 -0.532  0.08
H105 3.814 5.315 -1.862  0.08
H106 5.452 1.290 0.314  0.06
H107 5.614 1.233 1.968  0.08
C39 1.642 -4.017 -0.342  -0.02
C40 3.164 -4.048 0.004  -0.42
C41 3.499 -5.172 0.982  -0.21
O13 3.069 -6.363 0.367  -0.22
C42 3.408 -7.592 1.021  -0.08
N8 3.872 -4.089 -1.256  0.04
H108 1.541 -3.148 -0.943  0.04
H109 1.020 -3.894 0.550  0.06
H110 1.387 -4.932 -0.907  0.09
H111 3.424 -3.114 0.480  0.12
H112 2.988 -4.989 1.934  0.11
H113 4.601 -5.262 1.204  0.14
H114 2.921 -7.630 2.021  0.10
H115 4.500 -7.602 1.202  0.09
H116 3.071 -8.345 0.320  0.09
H117 4.883 -4.237 -1.178  0.09
H118 3.484 -4.760 -1.904  0.08
C43 -0.881 -5.471 -5.515  -0.05
C44 -2.176 -4.778 -5.124  -0.42
C45 -2.275 -4.489 -3.606  -0.22
O14 -2.260 -5.673 -2.863  -0.17
C46 -2.467 -5.433 -1.513  -0.13
N9 -2.391 -3.663 -6.018  0.06
H119 -0.965 -5.790 -6.547  0.07
H120 -0.710 -6.379 -4.929  0.08
H121 -0.025 -4.811 -5.425  0.06
H122 -3.003 -5.470 -5.291  0.14
H123 -3.220 -3.997 -3.350  0.11
H124 -1.499 -3.795 -3.240  0.11
H125 -1.661 -4.907 -1.034  0.07
H126 -2.501 -6.410 -1.060  0.09
H127 -3.425 -4.915 -1.267  0.10
H128 -1.636 -3.003 -6.037  0.03
H129 -3.171 -3.085 -5.778  0.06

---

Record 6
This record from the OMol25 dataset describes 2 unconnected molecules or ions with the total composition C5H11NO. The level of theory is ωB97M-V/def2-TZVPD.

## Properties
* relative energy (zero: lowest compared OMol25 entry of this formula, charge and spin): 253.9 kJ/mol
* SMILES: CNC(C)=O.C=C

Each line ends with the Löwdin charge.
Positions of all 18 atoms, in Å:
C1 3.367 -0.527 0.094  -0.08
N1 2.213 0.376 0.196  0.00
C2 0.945 -0.116 -0.031  -0.54
C3 -0.169 0.910 -0.111  -0.04
O1 0.689 -1.284 -0.237  0.04
H1 2.976 -1.495 -0.180  0.07
H2 4.020 -0.202 -0.708  0.07
H3 3.989 -0.680 1.021  0.09
H4 2.431 1.377 0.247  0.14
H5 0.075 1.950 -0.337  0.07
H6 -0.665 0.969 0.904  0.11
H7 -0.958 0.538 -0.867  0.04
C4 -2.692 -0.281 -0.421  -0.11
C5 -3.636 -0.457 0.445  -0.05
H8 -1.768 -0.812 -0.468  0.03
H9 -2.494 0.784 -0.766  0.07
H10 -3.933 -1.360 0.851  0.03
H11 -4.390 0.311 0.369  0.05

---

Which E belongs to each record? In order, -58881.41815 -95208.24581 -123337.53820 -90308.96400 -91864.04680 -8899.06601 eV.
Which highest occupied orbital energy belongs to each record? In order, -8.22 -9.27 -6.50 -5.03 -9.10 -9.76 eV.
Which max |F| belongs to each record? In order, 0.009 0.073 0.011 0.071 0.048 0.062 Eh/bohr.